[1]
DFT (the ωB97M-V functional and the def2-TZVPD basis) results for a structure of composition C31H50ClO16PS in a non-equilibrium geometry.

Values from the calculation:
Molecular weight   777.22 g/mol
E_LUMO   0.52 eV
Kohn-Sham gap   0.3035 hartree
Spin multiplicity   1
DFT total energy   -98364.9413 eV
Max |F|   2.17 eV/A

Last column: Mulliken charge in e.
CARTESIAN COORDINATES (ANGSTROEM)
C1 2.611 0.566 1.574  -0.86
P1 1.174 1.475 0.882  -0.06
C2 1.698 2.413 -0.616  -1.15
C3 -0.140 0.305 0.326  0.69
O1 0.408 -0.895 -0.317  -0.23
S1 0.474 -2.068 0.781  0.97
O2 -0.380 -3.160 0.442  -0.71
O3 1.795 -2.564 0.887  -0.42
O4 0.020 -1.200 2.040  -0.54
C4 -0.988 -0.319 1.410  -0.26
C5 -1.735 0.572 2.354  -0.84
C6 -2.943 1.286 1.712  -0.58
C7 -3.544 0.654 0.480  0.04
Cl1 -4.382 -0.889 0.854  -0.23
H1 3.507 1.078 1.230  0.44
H2 2.633 0.616 2.652  0.39
H3 2.698 -0.452 1.213  0.06
H4 2.482 3.099 -0.335  0.48
H5 0.825 2.943 -0.972  0.31
H6 2.043 1.753 -1.406  0.34
H7 -0.790 0.929 -0.285  0.04
H8 -1.630 -1.055 0.927  0.65
H9 -1.067 1.343 2.721  0.24
H10 -2.048 -0.003 3.211  0.25
H11 -2.712 2.323 1.472  0.38
H12 -3.734 1.313 2.442  0.37
H13 -2.820 0.482 -0.308  -0.31
H14 -4.295 1.301 0.051  0.50
O5 -2.355 -0.058 -2.993  -0.51
C8 -2.090 -1.227 -3.066  0.39
O6 -2.450 -2.105 -2.118  -0.29
C9 -1.899 -3.398 -2.400  -0.18
C10 -1.620 -3.406 -3.896  -0.71
C11 -1.290 -1.930 -4.147  -0.19
H15 -0.995 -3.513 -1.804  0.05
H16 -2.608 -4.168 -2.109  0.35
H17 -0.829 -4.093 -4.186  0.35
H18 -2.523 -3.686 -4.442  0.28
H19 -0.232 -1.717 -3.986  0.27
H20 -1.593 -1.595 -5.136  0.22
O7 6.682 -4.679 4.672  -0.62
C12 5.930 -4.523 3.752  0.49
O8 5.071 -3.484 3.678  -0.33
C13 4.228 -3.622 2.509  0.02
C14 5.001 -4.530 1.569  -0.55
C15 5.758 -5.428 2.546  -0.48
H21 3.276 -4.054 2.818  0.35
H22 4.046 -2.642 2.078  -0.01
H23 4.361 -5.068 0.874  0.36
H24 5.710 -3.940 0.986  0.23
H25 5.174 -6.299 2.845  0.30
H26 6.725 -5.740 2.160  0.30
O9 1.416 2.085 -4.336  -0.56
C16 0.531 2.173 -5.136  0.35
O10 0.731 2.011 -6.472  -0.39
C17 -0.488 2.278 -7.185  -0.53
C18 -1.599 2.078 -6.164  0.16
C19 -0.922 2.505 -4.867  0.29
H27 -0.452 3.303 -7.563  0.26
H28 -0.565 1.596 -8.029  0.34
H29 -2.501 2.637 -6.394  0.00
H30 -1.863 1.020 -6.107  0.00
H31 -1.013 3.577 -4.692  0.14
H32 -1.295 1.951 -4.010  -0.04
O11 6.154 -0.965 0.979  -0.53
C20 7.074 -0.840 1.735  0.47
O12 8.236 -0.233 1.386  -0.40
C21 9.185 -0.334 2.463  -0.45
C22 8.348 -0.563 3.714  -0.67
C23 7.160 -1.345 3.160  -0.05
H33 9.856 -1.170 2.254  0.24
H34 9.770 0.581 2.510  0.36
H35 8.889 -1.079 4.505  0.35
H36 8.005 0.394 4.110  0.28
H37 7.352 -2.416 3.140  -0.06
H38 6.241 -1.139 3.698  0.41
O13 -3.025 4.481 -3.103  -0.58
C24 -3.906 4.560 -3.904  0.57
O14 -3.703 4.399 -5.240  -0.31
C25 -4.924 4.659 -5.957  -0.43
C26 -6.038 4.453 -4.939  -0.53
C27 -5.363 4.883 -3.639  -0.47
H39 -4.891 5.682 -6.336  0.28
H40 -4.997 3.974 -6.798  0.32
H41 -6.943 5.008 -5.176  0.33
H42 -6.297 3.395 -4.884  0.28
H43 -5.455 5.956 -3.464  0.28
H44 -5.728 4.331 -2.778  0.27
O15 -3.454 1.019 4.526  -0.46
C28 -3.983 0.536 5.487  0.35
O16 -3.457 0.610 6.728  -0.36
C29 -4.256 -0.153 7.650  -0.47
C30 -5.628 -0.255 6.998  -0.50
C31 -5.270 -0.263 5.513  -0.35
H45 -3.787 -1.130 7.787  0.27
H46 -4.283 0.360 8.608  0.31
H47 -6.195 -1.124 7.324  0.33
H48 -6.215 0.635 7.229  0.27
H49 -5.063 -1.269 5.145  0.28
H50 -6.030 0.210 4.898  0.30


[2]
DFT (the ωB97M-V functional and the def2-TZVPD basis) results for a structure of composition C34H44FN9O6STi.

Values from the calculation:
Energy relative to the best compared isomer or geometry (same formula, charge and spin)   1.8 kJ/mol
Molecular weight   773.71 g/mol
E_LUMO   -4.67 eV
Kohn-Sham gap   0.2389 hartree
Total charge   +2
Spin multiplicity   1
DFT total energy   -98329.1621 eV
Max |F|   0.17 eV/A

Last column: Mulliken charge in e.
CARTESIAN COORDINATES (ANGSTROEM)
Ti1 -0.901 1.856 0.677  -1.02
S1 -3.121 0.201 4.384  -0.31
C1 -2.334 1.633 4.884  -0.50
C2 -1.628 2.210 3.873  -0.91
C3 -1.711 1.503 2.633  0.72
C4 -2.498 0.393 2.786  0.14
C5 -2.823 -0.486 1.677  1.19
C6 -3.657 -1.598 1.775  -1.08
C7 -3.931 -2.336 0.642  -0.60
C8 -3.375 -1.946 -0.568  -1.13
C9 -2.558 -0.831 -0.582  -0.46
N1 -2.266 -0.120 0.507  0.72
H1 -2.433 1.974 5.903  0.49
H2 -1.068 3.122 4.019  0.34
H3 -4.093 -1.861 2.729  0.49
H4 -4.584 -3.198 0.697  0.43
H5 -3.582 -2.478 -1.485  0.53
H6 -2.138 -0.471 -1.509  0.35
C10 2.572 -4.272 -2.803  -1.01
C11 3.290 -2.948 -2.597  -1.03
N2 2.586 -2.070 -1.646  0.18
C12 1.769 -1.123 -2.125  -0.01
C13 1.014 -0.277 -1.359  -0.45
C14 0.085 0.674 -2.061  0.27
O1 0.147 0.758 -3.294  -0.98
O2 -0.752 1.288 -1.331  0.68
C15 1.104 -0.363 0.053  0.73
O3 0.528 0.394 0.867  -0.18
C16 1.959 -1.423 0.583  1.42
C17 2.030 -1.601 1.970  -0.68
C18 2.813 -2.597 2.470  0.15
F1 2.852 -2.822 3.797  -0.36
C19 3.571 -3.437 1.639  -2.01
C20 3.494 -3.268 0.277  -0.92
C21 2.683 -2.261 -0.275  0.58
N3 4.392 -4.481 2.182  0.52
C22 5.458 -4.020 3.078  -0.47
C23 6.236 -5.248 3.577  -0.74
N4 5.962 -6.389 2.642  -0.14
C24 4.525 -6.833 2.736  -0.90
C25 3.642 -5.580 2.795  -0.45
H7 3.127 -4.888 -3.510  0.39
H8 1.574 -4.106 -3.208  0.33
H9 2.469 -4.828 -1.870  0.33
H10 3.354 -2.400 -3.534  0.46
H11 4.312 -3.083 -2.248  0.44
H12 1.706 -1.029 -3.202  0.62
H13 1.450 -0.959 2.620  0.63
H14 4.079 -3.928 -0.347  0.37
H15 5.083 -3.478 3.950  0.40
H16 6.111 -3.353 2.516  0.43
H17 5.912 -5.574 4.563  0.35
H18 7.309 -5.072 3.602  0.38
H19 6.589 -7.172 2.825  0.32
H20 6.127 -6.063 1.689  0.39
H21 4.432 -7.449 3.628  0.38
H22 4.324 -7.443 1.858  0.41
H23 3.357 -5.355 3.829  0.37
H24 2.728 -5.755 2.233  0.47
N5 -2.827 5.337 -0.401  -0.36
C26 -3.351 4.337 -1.325  0.65
C27 -4.746 4.721 -1.858  -1.25
C28 -5.611 3.765 -2.691  -0.54
C29 -5.007 3.010 -3.883  -0.82
N6 -3.858 3.641 -4.543  -0.20
C30 -2.631 3.111 -4.577  0.85
N7 -1.729 3.628 -5.433  -0.46
N8 -2.281 2.127 -3.778  0.15
C31 -3.249 2.926 -0.749  0.89
O4 -3.738 1.992 -1.373  -0.78
O5 -2.570 2.794 0.343  -0.43
H25 -3.321 5.282 0.483  0.32
H26 -2.988 6.267 -0.772  0.29
H27 -2.656 4.294 -2.174  -0.28
H28 -4.600 5.647 -2.422  0.39
H29 -5.353 5.002 -0.993  0.34
H30 -6.450 4.366 -3.052  0.52
H31 -6.039 3.003 -2.040  0.28
H32 -5.778 2.867 -4.642  0.45
H33 -4.694 2.023 -3.567  0.33
H34 -4.024 4.442 -5.129  0.25
H35 -2.024 4.143 -6.243  0.22
H36 -0.792 3.264 -5.427  0.21
H37 -2.843 1.933 -2.948  -0.35
H38 -1.334 1.728 -3.785  0.09
N9 1.450 4.589 2.883  -0.36
C32 0.759 3.949 1.942  0.58
O6 0.491 2.737 2.068  -0.42
C33 0.277 4.637 0.713  -0.90
C34 0.053 3.520 -0.289  -0.61
H39 1.726 4.102 3.720  0.28
H40 1.664 5.566 2.790  0.21
H41 0.969 5.426 0.404  0.50
H42 -0.683 5.116 0.936  0.22
H43 1.012 3.124 -0.646  0.67
H44 -0.522 3.854 -1.151  0.02


[3]
DFT (the ωB97M-V functional and the def2-TZVPD basis) results for a cluster of 2 separate species, C2H6OS in total in a non-equilibrium geometry.

Values from the calculation:
Energy relative to the best compared isomer or geometry (same formula, charge and spin)   74.8 kJ/mol
Molecular weight   78.14 g/mol
E_LUMO   0.70 eV
Kohn-Sham gap   0.3910 hartree
Structure (SMILES)   CC=O.S
Spin multiplicity   1
DFT total energy   -15052.6563 eV
Max |F|   4.07 eV/A

Last column: Mulliken charge in e.
CARTESIAN COORDINATES (ANGSTROEM)
C1 -0.679 -0.061 -0.181  -0.74
C2 -1.959 -0.644 -0.803  0.13
O1 -2.490 -1.750 -0.549  -0.49
H1 0.017 0.388 -0.913  0.29
H2 -1.055 0.951 0.375  0.24
H3 -0.291 -0.781 0.523  0.29
H4 -2.379 0.071 -1.528  0.30
S1 3.270 0.260 0.554  -0.26
H5 2.505 1.274 0.699  0.11
H6 3.062 0.292 1.824  0.14


[4]
DFT (the ωB97M-V functional and the def2-TZVPD basis) results for a cluster of 9 separate species, C33H86N3O12PS in total in a non-equilibrium geometry.

Values from the calculation:
Molecular weight   780.10 g/mol
E_LUMO   0.34 eV
Kohn-Sham gap   0.2869 hartree
Structure (SMILES)   CCCCCCCCCCCCCCCCCC[C@]1(P(N)O)[C@@H](CCN)COS(=O)(=O)[C@@H]1CN.CO.CO.CO.CO.CO.CO.CO.CO
Spin multiplicity   1
DFT total energy   -84762.8775 eV
Max |F|   7.52 eV/A

Last column: Mulliken charge in e.
CARTESIAN COORDINATES (ANGSTROEM)
C1 3.517 -2.399 3.925  -0.93
C2 3.749 -3.313 2.551  -0.38
C3 4.164 -2.353 1.266  -0.08
C4 5.172 -3.224 0.279  -0.45
C5 6.624 -2.459 0.081  -0.66
C6 6.443 -1.425 -1.200  -0.26
C7 5.941 0.088 -0.726  -0.37
C8 6.381 1.231 -1.863  -0.49
C9 6.197 2.705 -1.146  0.03
C10 5.691 3.885 -2.218  -0.64
C11 4.484 4.739 -1.496  -0.73
C12 2.999 4.158 -1.915  -0.58
C13 2.434 3.207 -0.692  -0.11
C14 1.126 3.935 0.051  -0.35
C15 -0.180 2.988 -0.390  -0.16
C16 -1.491 3.216 0.571  -0.45
C17 -1.951 1.732 1.166  -0.61
C18 -3.117 0.996 0.268  0.00
C19 -2.693 -0.480 -0.323  -0.67
P1 -1.317 -0.117 -1.655  0.59
N1 -1.989 -0.154 -3.306  -0.55
O1 -0.102 -1.390 -1.645  -0.28
C20 -4.030 -1.199 -0.971  0.35
C21 -4.927 -0.160 -1.927  -0.07
C22 -6.303 0.356 -1.146  -0.62
N2 -6.546 1.818 -1.455  -0.51
C23 -3.715 -2.518 -1.893  -0.57
O2 -2.496 -3.257 -1.533  -0.30
S1 -2.193 -3.244 0.144  1.20
O3 -0.784 -3.929 0.338  -0.56
O4 -3.192 -4.067 0.991  -0.66
C24 -1.999 -1.488 0.763  -0.39
C25 -2.598 -1.410 2.285  -0.87
N3 -4.098 -1.261 2.387  -0.25
H1 4.563 -2.262 4.452  0.26
H2 2.775 -2.968 4.646  0.29
H3 3.101 -1.325 3.645  0.20
H4 4.557 -4.138 2.794  0.29
H5 2.768 -3.886 2.235  0.22
H6 3.181 -2.155 0.621  -0.07
H7 4.599 -1.310 1.570  0.25
H8 4.643 -3.433 -0.753  0.03
H9 5.395 -4.278 0.784  0.38
H10 6.984 -1.875 1.038  0.27
H11 7.421 -3.308 -0.169  0.29
H12 7.443 -1.367 -1.835  0.37
H13 5.623 -1.863 -1.928  -0.16
H14 6.474 0.440 0.276  0.35
H15 4.767 0.040 -0.628  0.09
H16 7.470 1.029 -2.269  0.29
H17 5.616 1.073 -2.765  0.21
H18 7.193 3.100 -0.655  -0.03
H19 5.415 2.563 -0.263  -0.03
H20 5.334 3.384 -3.231  0.35
H21 6.610 4.579 -2.513  0.33
H22 4.583 4.644 -0.323  0.35
H23 4.571 5.867 -1.815  0.33
H24 3.089 3.482 -2.894  0.26
H25 2.206 4.981 -2.167  0.34
H26 2.097 2.186 -1.211  -0.10
H27 3.268 2.890 0.087  0.21
H28 1.334 3.826 1.221  0.01
H29 0.977 5.051 -0.270  0.34
H30 -0.512 3.161 -1.504  0.15
H31 0.186 1.874 -0.195  -0.06
H32 -2.372 3.805 0.074  0.35
H33 -1.138 3.848 1.521  0.19
H34 -1.027 1.046 1.415  0.34
H35 -2.458 1.973 2.219  0.06
H36 -3.339 1.738 -0.641  0.37
H37 -4.153 0.904 0.843  0.13
H38 -1.211 -0.330 -4.011  0.25
H39 -2.438 0.750 -3.584  0.24
H40 0.373 -1.450 -2.526  0.13
H41 -4.804 -1.561 -0.136  0.34
H42 -4.294 0.730 -2.349  0.13
H43 -5.293 -0.789 -2.863  -0.05
H44 -7.171 -0.361 -1.537  0.33
H45 -6.225 0.143 0.013  0.12
H46 -5.727 2.406 -1.178  0.26
H47 -6.709 1.855 -2.498  0.29
H48 -4.632 -3.264 -1.725  0.34
H49 -3.724 -2.300 -3.066  0.01
H50 -0.851 -1.172 0.843  0.61
H51 -2.001 -0.548 2.848  0.07
H52 -2.252 -2.415 2.829  0.43
H53 -4.569 -2.188 2.167  0.25
H54 -4.336 -0.952 3.359  0.22
C26 -5.282 -1.466 -6.135  -0.56
O5 -6.401 -1.348 -5.277  -0.49
H55 -4.854 -0.475 -6.300  0.21
H56 -4.532 -2.112 -5.671  0.23
H57 -5.599 -1.888 -7.092  0.31
H58 -6.760 -2.242 -5.149  0.28
C27 -7.367 -1.947 4.135  -0.57
O6 -6.810 -0.776 3.568  -0.44
H59 -6.576 -2.689 4.269  0.23
H60 -7.808 -1.708 5.106  0.28
H61 -8.131 -2.350 3.466  0.26
H62 -7.535 -0.137 3.461  0.26
C28 -0.359 2.646 4.919  -0.60
O7 -0.296 3.339 3.686  -0.42
H63 -1.139 1.884 4.859  0.17
H64 0.602 2.166 5.118  0.33
H65 -0.600 3.349 5.721  0.29
H66 0.404 4.008 3.769  0.25
C29 -1.252 -0.191 7.416  -0.60
O8 -0.716 0.236 6.178  -0.40
H67 -1.335 0.670 8.083  0.23
H68 -2.243 -0.622 7.256  0.27
H69 -0.588 -0.934 7.865  0.26
H70 -0.654 -0.548 5.607  0.23
C30 3.425 -1.955 -3.505  -0.17
O9 2.071 -1.569 -3.652  -0.54
H71 3.986 -1.125 -3.070  -0.16
H72 3.488 -2.821 -2.842  0.24
H73 3.843 -2.201 -4.484  0.29
H74 1.599 -2.325 -4.040  0.29
C31 0.289 -7.326 -1.225  -0.45
O10 0.978 -6.798 -0.107  -0.53
H75 0.693 -8.315 -1.457  0.25
H76 -0.775 -7.416 -0.990  0.20
H77 0.429 -6.667 -2.085  0.20
H78 0.598 -5.922 0.075  0.33
C32 8.703 2.568 2.013  -0.56
O11 8.788 1.657 0.932  -0.44
H79 8.373 2.032 2.905  0.22
H80 9.686 3.008 2.197  0.27
H81 7.980 3.352 1.773  0.25
H82 9.082 2.161 0.155  0.28
C33 -8.458 4.295 -2.821  -0.51
O12 -7.520 4.509 -3.859  -0.51
H83 -8.033 4.650 -1.879  0.20
H84 -9.375 4.850 -3.036  0.29
H85 -8.676 3.228 -2.740  0.22
H86 -7.925 4.185 -4.682  0.30


[5]
DFT (the ωB97M-V functional and the def2-TZVPD basis) results for a structure of composition C6H9F3KO4 in a non-equilibrium geometry.

Values from the calculation:
Energy relative to the best compared isomer or geometry (same formula, charge and spin)   0.0 kJ/mol
Molecular weight   241.23 g/mol
E_LUMO   1.75 eV
Kohn-Sham gap   0.1305 hartree
Total charge   -1
Spin multiplicity   1
DFT total energy   -39034.3723 eV
Max |F|   1.80 eV/A

Last column: Mulliken charge in e.
CARTESIAN COORDINATES (ANGSTROEM)
K1 -1.541 1.641 1.382  0.86
O1 -2.121 2.785 3.703  -0.99
C1 -1.049 2.683 4.570  -0.09
C2 0.281 2.106 4.062  -0.56
O2 0.242 0.902 3.433  -0.94
H1 -1.344 2.059 5.452  0.12
H2 -0.808 3.702 4.982  0.14
H3 0.938 2.065 4.974  0.30
H4 0.775 2.903 3.423  0.13
C3 -0.848 -0.195 -1.588  -0.98
C4 -1.027 -1.607 -2.087  -0.33
O3 -0.066 -1.942 -3.100  -0.31
C5 1.165 -2.139 -2.681  0.33
O4 1.557 -2.159 -1.562  -0.49
C6 2.096 -2.298 -3.901  0.93
F1 3.278 -2.789 -3.545  -0.24
F2 1.570 -3.118 -4.826  -0.26
F3 2.296 -1.104 -4.468  -0.25
H5 -0.027 -0.100 -0.871  0.41
H6 -1.762 0.149 -1.097  0.25
H7 -0.637 0.491 -2.410  0.32
H8 -1.991 -1.711 -2.578  0.34
H9 -0.977 -2.325 -1.269  0.31


[6]
DFT (the ωB97M-V functional and the def2-TZVPD basis) results for a cluster of 2 separate species, C2H6S2 in total in a non-equilibrium geometry.

Values from the calculation:
Energy relative to the best compared isomer or geometry (same formula, charge and spin)   149.0 kJ/mol
Molecular weight   94.20 g/mol
E_LUMO   0.37 eV
Kohn-Sham gap   0.3531 hartree
Structure (SMILES)   C=C.SS
Spin multiplicity   1
DFT total energy   -23840.2685 eV
Max |F|   3.12 eV/A

Last column: Mulliken charge in e.
CARTESIAN COORDINATES (ANGSTROEM)
C1 0.472 -1.106 1.290  -0.43
C2 -0.207 -1.650 0.278  -0.24
H1 0.665 0.004 1.473  0.15
H2 1.185 -1.693 1.825  0.22
H3 -0.942 -1.010 -0.341  0.06
H4 -0.385 -2.702 0.162  0.26
S1 -1.141 1.753 -1.646  -0.19
S2 0.869 1.890 -1.272  -0.12
H5 -1.463 3.090 -1.796  0.17
H6 0.946 1.425 0.027  0.11